1.
Below is 2 unconnected molecules or ions with the total composition CH7N2O2, with properties calculated with ωB97M-V with the def2-TZVPD basis set.

The geometry in XYZ format:
```
12
CH7N2O2 ωB97M-V with the def2-TZVPD basis set
C -1.719 0.452 0.356
N 0.013 -1.188 0.059
N 2.133 0.384 0.004
O -2.963 0.726 -0.001
O -1.220 -0.669 -0.038
H -1.224 1.334 0.719
H 0.875 -0.389 -0.135
H 0.031 -2.240 -0.216
H 3.028 -0.068 0.262
H 2.222 0.517 -1.067
H 2.153 1.258 0.386
H -3.329 -0.118 -0.330
```

As for the energy relative to the best compared isomer or geometry (same formula, charge and spin): 5.213 eV. As for the total charge: +1. The HOMO-LUMO gap is 9.2 eV.


2.
Below is 2 unconnected molecules or ions with the total composition C4H6ClNOS, with properties calculated with ωB97M-V with the def2-TZVPD basis set.

The geometry in XYZ format:
```
14
C4H6ClNOS ωB97M-V with the def2-TZVPD basis set
C 0.556 -0.650 -1.700
N 0.930 -0.305 -0.429
S 1.318 1.331 0.037
C 0.925 -1.169 0.637
O 1.230 -0.972 1.814
H 1.063 0.015 -2.419
H 0.950 -1.722 -1.929
H -0.529 -0.812 -1.918
H 0.963 1.227 1.300
H 0.552 -2.045 0.225
C -1.842 1.926 1.482
C -2.018 0.989 0.751
Cl -2.221 -0.373 -0.163
H -1.876 2.560 2.312
```

As for the energy relative to the best compared isomer or geometry (same formula, charge and spin): 4.226 eV. As for the structure (SMILES): CN(S)C=O.C#CCl. As for the total charge: 0. The HOMO-LUMO gap is 9.2 eV.


3.
Below is a molecular structure, C24H32EuN10O4, with properties calculated with ωB97M-V with the def2-TZVPD basis set.

The geometry in XYZ format:
```
71
C24H32EuN10O4 ωB97M-V with the def2-TZVPD basis set
Eu -0.281 -1.044 -1.099
C 2.401 -5.606 -1.249
O 0.964 -5.661 -1.702
C 0.324 -4.491 -1.745
O 0.756 -3.419 -1.336
N -0.892 -4.595 -2.303
N -1.597 -3.375 -2.614
H 2.502 -5.041 -0.336
H 3.024 -5.132 -2.040
H 2.730 -6.638 -1.175
H -1.020 -5.397 -2.927
H -2.565 -3.557 -2.465
H -1.542 -3.231 -3.622
N -3.293 1.976 -3.078
C -2.927 1.270 -1.983
N -1.904 0.492 -2.289
C -1.668 0.809 -3.603
N -2.545 1.618 -4.141
C -0.753 0.067 -4.458
C -0.669 0.322 -5.861
N 0.068 -0.457 -6.637
C 0.724 -1.461 -6.065
C 0.725 -1.673 -4.677
N -0.084 -0.915 -3.916
H -3.982 2.683 -3.129
H -3.480 1.398 -1.058
H -1.276 1.060 -6.405
H 1.357 -1.992 -6.737
H 1.301 -2.443 -4.212
C 1.553 0.985 4.908
N 0.473 0.095 4.322
C 0.798 -1.370 4.293
C 0.149 0.577 2.902
C -1.195 0.161 2.404
C -2.337 0.394 3.229
C -3.573 -0.008 2.771
C -3.767 -0.623 1.545
C -2.613 -0.808 0.795
C -1.298 -0.371 1.139
H 1.802 0.610 5.926
H 1.284 2.074 4.911
H 2.431 0.834 4.271
H -0.428 0.284 4.885
H 1.470 -1.638 3.508
H -0.134 -1.881 4.136
H 1.182 -1.577 5.237
H 0.904 0.055 2.337
H 0.302 1.609 2.955
H -2.263 0.965 4.074
H -4.420 0.147 3.453
H -4.775 -1.019 1.372
H -2.878 -1.252 -0.190
O -0.595 3.832 3.710
C -0.015 4.759 2.738
N 0.455 4.088 1.605
C 1.683 3.561 1.570
O 2.445 3.696 2.513
C 2.088 2.699 0.408
C 3.464 2.658 0.056
C 3.877 1.715 -0.861
C 2.966 0.754 -1.280
N 1.699 0.763 -0.961
C 1.307 1.711 -0.102
H -0.842 4.406 4.469
H 0.805 5.272 3.188
H -0.794 5.467 2.445
H -0.113 4.089 0.812
H 4.108 3.411 0.426
H 4.884 1.689 -1.243
H 3.287 -0.021 -1.973
H 0.229 1.641 0.163
```

As for the energy relative to the best compared isomer or geometry (same formula, charge and spin): 0.394 eV. As for the expectation value of S²: 15.76. The spin multiplicity is 8. As for the total charge: +2. The HOMO-LUMO gap (spin up / spin down) is 7.3 / 8.1 eV.


| no. | total energy (eV) |
| --- | --- |
| 1 | -8215.29243 |
| 2 | -31136.71302 |
| 3 | -67813.89298 |